116
Properties=species:S:1:pos:R:3:forces:R:3:mulliken_charge:R:1 method="wB97M-V/def2-TZVPD" lumo_ha=-0.0870 orbital_gap_ev=8.3
C 9.996945 7.513795 12.753010 -0.408 0.255 -0.706 -1.441
C 9.754165 8.970075 13.159390 1.687 -1.031 -3.092 0.456
C 8.580935 9.290445 13.967910 -0.217 0.119 -0.257 -0.440
O 9.186255 9.917815 15.083590 -1.715 -0.109 1.809 -0.299
C 10.507215 9.965645 15.025920 1.895 2.333 0.977 0.068
O 11.219915 10.536885 15.865140 -1.843 -2.252 -2.565 -0.330
O 10.893995 9.470415 13.823190 0.895 0.285 1.562 0.225
H 10.458185 6.885545 13.515020 0.114 0.242 -0.001 0.278
H 10.563535 7.519065 11.821850 0.594 -0.176 0.331 0.340
H 9.078855 7.030675 12.418650 -0.376 0.095 0.335 0.474
H 9.698275 9.573285 12.253230 0.073 -0.186 -0.344 0.053
H 8.043365 8.350455 14.092580 -0.331 0.331 1.192 0.369
H 7.976475 9.991275 13.392090 -0.342 0.150 0.674 0.283
C 14.305185 16.774205 18.021760 1.625 0.182 0.397 -0.724
C 15.505265 17.002755 19.041670 -2.980 -1.692 -1.187 0.490
C 16.671515 16.094845 18.812270 -0.541 -1.737 1.029 -0.329
O 17.713925 16.950545 18.571680 2.458 1.192 -0.916 -0.371
C 17.325655 18.244905 18.626470 1.534 1.865 -1.647 0.696
O 18.002915 19.231465 18.359660 -1.247 -2.634 0.958 -0.582
O 16.028785 18.273765 18.867450 -0.793 1.568 0.885 -0.354
H 14.073335 15.710375 17.970690 -0.383 0.018 0.512 0.273
H 14.658815 16.985885 17.012690 0.107 0.306 -0.005 -0.180
H 13.456935 17.426135 18.230510 0.030 -0.265 0.062 0.401
H 15.126875 16.759115 20.034420 -0.092 0.964 0.268 0.242
H 16.489305 15.331465 18.055850 0.335 0.325 -0.538 0.144
H 16.912225 15.548165 19.724030 -0.030 -0.158 0.086 0.315
C 9.652705 13.325315 10.670880 -0.148 1.187 -0.954 -1.084
C 8.144885 13.521115 10.494960 -1.023 0.770 1.622 0.482
C 7.452235 13.874445 11.858240 -1.169 -1.061 -0.938 -0.148
O 7.173895 15.275025 11.814970 0.508 0.970 -1.617 -0.252
C 7.207505 15.699905 10.489990 2.006 3.386 -0.417 0.587
O 7.025875 16.884165 10.077870 0.159 -5.740 1.910 -0.573
O 7.819025 14.706795 9.717830 -0.626 0.525 0.422 -0.398
H 10.104045 13.343755 9.678880 0.139 -0.433 -0.093 0.401
H 9.991575 12.472405 11.258940 -0.465 -0.090 -0.102 0.126
H 10.046445 14.227315 11.139330 -0.035 0.034 0.315 0.346
H 7.622495 12.673365 10.051660 0.278 0.019 -0.215 0.348
H 8.007695 13.431945 12.685130 0.320 1.156 0.345 -0.130
H 6.443285 13.474365 11.958480 0.088 -0.666 -0.263 0.352
C 17.858225 17.897475 14.618770 -0.609 -0.753 -0.343 -1.267
C 16.620455 18.639965 14.118070 2.392 0.109 -1.137 0.354
C 15.572535 17.899985 13.353340 -0.653 -2.442 1.103 0.015
O 14.410515 18.178975 14.147990 -2.040 0.050 -1.508 -0.366
C 14.716485 18.939185 15.204700 -5.228 1.062 1.149 0.719
O 13.933105 19.437225 15.999610 0.815 -1.359 -1.416 -0.614
O 15.945915 19.103815 15.234060 4.825 1.838 1.837 -0.288
H 18.461715 18.506665 15.291660 -0.087 0.039 -0.180 0.341
H 18.453185 17.470575 13.811380 0.123 0.407 -0.172 0.397
H 17.501615 17.014515 15.149170 -0.005 -0.004 0.368 0.234
H 16.912415 19.474185 13.480160 0.192 0.459 0.363 0.243
H 15.607585 16.818925 13.488160 0.805 -0.284 -0.215 -0.092
H 15.531585 18.046595 12.274020 -0.551 0.819 0.231 0.329
C 8.916735 12.606205 17.093560 0.659 0.256 0.909 -0.915
C 7.874645 13.690455 17.425320 1.606 -3.388 -0.548 0.328
C 8.307715 15.092135 17.378920 -0.188 0.703 0.459 -0.362
O 7.251915 15.627405 16.566160 0.875 2.687 -0.429 -0.347
C 6.835935 14.726235 15.704740 -2.939 -2.485 -1.218 0.677
O 6.153905 14.806425 14.694400 1.852 0.869 1.859 -0.570
O 7.067925 13.498265 16.257540 -0.665 1.008 -0.086 -0.357
H 8.398425 11.650005 17.021910 0.159 0.078 -0.113 0.268
H 9.755125 12.482895 17.779110 -0.154 0.087 0.456 0.537
H 9.386325 12.857415 16.142520 -0.324 -0.126 -0.158 -0.133
H 7.379745 13.503955 18.378420 -0.621 -0.307 -0.343 0.367
H 9.308305 15.269695 16.984720 -0.159 0.079 -0.484 0.153
H 8.267325 15.506415 18.386310 -0.147 0.441 -0.286 0.359
C 12.826105 7.408305 16.037660 0.520 0.902 0.222 -0.897
C 13.894935 7.971025 17.074050 -0.713 -1.238 -1.812 0.415
C 15.198725 8.647905 16.531880 0.784 -1.944 -0.473 -0.279
O 15.147235 9.963725 16.987640 -0.184 1.118 -0.458 -0.320
C 13.990005 10.179025 17.571530 -2.769 3.817 3.264 0.733
O 13.600155 11.284805 18.048600 1.673 -4.061 -2.103 -0.630
O 13.284885 9.033005 17.747540 0.079 1.660 0.304 -0.322
H 12.494265 8.150135 15.311250 0.575 0.306 -0.025 -0.218
H 11.899225 7.204915 16.573950 0.220 -0.383 0.367 0.431
H 13.135055 6.540595 15.454790 0.235 -0.079 0.310 0.462
H 14.045945 7.159635 17.786060 0.497 0.166 0.085 0.320
H 15.341925 8.594995 15.452620 -0.678 0.280 -0.202 0.073
H 16.151945 8.259095 16.890050 -0.272 -0.478 0.489 0.296
C 14.866485 10.776615 12.969990 0.548 -0.550 -0.873 -0.807
C 13.912895 9.820725 12.255510 1.035 2.927 -2.576 1.260
C 14.263435 9.312155 10.817900 0.039 1.796 -0.460 -0.176
O 13.868895 7.985505 10.856920 0.566 -1.874 1.069 -0.382
C 13.694125 7.616215 12.152400 -2.065 -3.282 -0.318 0.299
O 13.330495 6.491395 12.485800 1.318 2.649 -0.532 -0.583
O 13.779395 8.666675 12.958920 -0.404 -1.512 1.594 -0.079
H 14.824795 11.773085 12.530200 -0.391 0.020 0.322 -0.062
H 15.902745 10.491125 12.788980 0.116 -0.361 0.188 0.580
H 14.678695 10.740685 14.043090 -0.140 0.379 -0.049 -0.054
H 13.015565 10.380105 11.990980 -0.937 -0.342 1.302 -0.347
H 15.281785 9.520335 10.489680 0.327 -0.588 0.208 0.230
H 13.606795 9.708655 10.043480 0.111 0.740 0.175 0.194
C 14.445685 14.567915 9.757080 -1.844 0.047 -0.193 -0.782
C 14.587435 13.402675 8.751880 0.921 2.142 1.994 0.549
C 15.420295 13.792505 7.527390 -0.800 -2.530 -0.419 -0.519
O 16.544145 12.882445 7.671180 0.884 2.487 -2.529 -0.313
C 16.569455 12.324725 8.801470 3.134 -5.367 5.215 0.518
O 17.492265 11.568625 9.256770 -3.732 3.315 -1.968 -0.625
O 15.404285 12.503245 9.510010 0.753 -0.718 -1.320 -0.192
H 15.281015 14.848035 10.398840 0.660 -0.356 -0.793 0.393
H 13.706295 14.250665 10.492440 -0.327 0.108 -0.064 -0.328
H 14.053705 15.457255 9.263590 -0.057 0.118 0.069 0.454
H 13.642925 12.943735 8.459700 0.027 0.032 0.280 0.283
H 15.650295 14.849255 7.391470 0.407 -0.320 0.143 0.293
H 14.931685 13.314865 6.678140 -0.126 1.003 -0.451 0.343
O 15.656825 14.311705 15.163120 -2.164 -0.006 -1.644 -0.742
C 14.483785 14.087375 14.801210 1.716 -0.249 1.312 0.294
C 13.900695 14.094445 13.442100 -1.132 0.504 -1.119 -0.217
C 12.632475 13.706395 13.193050 1.222 -0.125 -0.617 0.232
C 11.703855 13.207645 14.203120 0.252 0.902 -1.429 0.521
O 10.570535 12.887525 13.902770 -0.135 -0.317 0.328 -0.347
C 12.275405 13.277615 15.498900 0.264 -0.206 3.711 -0.278
C 13.523335 13.655595 15.831340 -0.456 -0.386 -0.945 -0.711
H 14.338955 14.503955 12.543970 1.037 0.020 0.379 -0.193
H 12.272865 13.696425 12.174720 -0.114 0.190 -0.151 -0.124
H 11.636605 12.997835 16.323560 -0.096 -0.336 0.012 0.084
H 13.960565 13.541165 16.812230 -0.398 0.089 0.252 1.144